[1]
Below is a structure of composition C8H14EuN2PS at a distorted geometry, with properties calculated with ωB97M-V with the def2-TZVPD basis set.

Positions of all 27 atoms, in Å:
Eu1 -0.603 -0.051 0.482
S1 0.155 2.308 -0.992
P1 -0.347 -2.802 1.788
N1 1.459 1.360 1.175
N2 0.149 3.067 1.687
C1 -1.764 -0.740 -2.516
C2 -0.265 -1.155 -4.239
C3 -1.188 -2.032 -2.288
C4 0.629 2.367 0.629
C5 1.741 1.603 2.606
C6 -0.283 -2.297 -3.371
C7 -1.221 -0.216 -3.735
C8 0.577 2.506 2.999
H1 -1.402 -2.640 -1.419
H2 0.888 3.287 3.693
H3 -0.229 1.902 3.458
H4 -0.495 -4.081 1.150
H5 -0.539 3.807 1.595
H6 1.786 0.645 3.141
H7 2.709 2.108 2.681
H8 0.585 -3.278 2.748
H9 -2.506 -0.301 -1.855
H10 2.231 1.022 0.578
H11 0.365 -3.168 -3.473
H12 -1.398 0.796 -4.118
H13 -1.445 -3.038 2.667
H14 0.414 -0.978 -5.073

Summary:
- E_LUMO (spin up / spin down): 2.876 / 2.669 eV
- DFT total energy: -1872.3735 a.u.
- 2S+1: 8
- Net charge: -1
- Expectation value of S²: 15.866
- HOMO-LUMO gap (spin up / spin down): 3.9 / 5.0 eV

Taken from the natural (NBO) analysis, the atomic charges in e are:
1. Eu 0.621
2. S -0.375
3. P -0.053
4. N -0.716
5. N -0.651
6. C -0.420
7. C -0.336
8. C -0.415
9. C -0.032
10. C -0.229
11. C -0.355
12. C -0.334
13. C -0.244
14. H 0.176
15. H 0.192
16. H 0.190
17. H -0.005
18. H 0.412
19. H 0.206
20. H 0.178
21. H 0.010
22. H 0.184
23. H 0.406
24. H 0.183
25. H 0.193
26. H 0.025
27. H 0.188


[2]
Below is a structure of composition C8H14F5GaN3O7 at a distorted geometry, with properties calculated with ωB97M-V with the def2-TZVPD basis set.

Positions of all 38 atoms, in Å:
Ga1 0.772 0.623 -0.167
F1 1.644 -4.219 -0.646
F2 -0.594 3.491 1.729
F3 -1.997 1.558 0.543
F4 3.547 -4.565 -1.523
F5 3.233 -2.856 -0.247
O1 0.155 4.957 -2.529
O2 1.694 -1.589 -2.249
O3 -3.264 -3.456 1.170
O4 1.496 2.916 1.821
O5 -1.933 0.471 2.384
O6 -5.191 -3.850 2.070
O7 1.586 3.962 -1.242
N1 0.937 4.919 -1.592
N2 0.058 1.244 1.642
N3 -4.087 -3.328 2.050
C1 0.406 2.574 1.721
C2 0.226 -1.352 -0.316
C3 2.375 -2.785 -2.441
C4 1.102 6.175 -0.809
C5 0.330 -1.747 -1.803
C6 -3.717 -2.459 3.201
C7 2.680 -3.593 -1.177
C8 -1.331 1.056 1.597
H1 0.095 1.544 -1.288
H2 -0.272 -1.013 -2.358
H3 0.835 -1.971 0.347
H4 -2.830 -2.885 3.661
H5 -3.515 -1.461 2.815
H6 1.819 5.995 -0.015
H7 -0.077 -2.748 -2.016
H8 0.129 6.436 -0.401
H9 -0.844 -1.399 -0.049
H10 -4.546 -2.442 3.901
H11 1.460 6.942 -1.491
H12 1.904 -3.444 -3.190
H13 3.354 -2.514 -2.859
H14 2.360 0.810 -0.243

Summary:
- E_LUMO: 2.568 eV
- DFT total energy: -3428.1814 a.u.
- 2S+1: 1
- Net charge: -1
- HOMO-LUMO gap: 7.9 eV

Taken from the natural (NBO) analysis, the atomic charges in e are:
1. Ga 0.943
2. F -0.323
3. F -0.367
4. F -0.339
5. F -0.350
6. F -0.306
7. O -0.406
8. O -0.517
9. O -0.360
10. O -0.576
11. O -0.582
12. O -0.403
13. O -0.320
14. N 0.529
15. N -0.832
16. N 0.535
17. C 0.949
18. C -0.908
19. C -0.138
20. C -0.486
21. C -0.083
22. C -0.492
23. C 0.943
24. C 0.980
25. H -0.317
26. H 0.186
27. H 0.208
28. H 0.233
29. H 0.268
30. H 0.235
31. H 0.157
32. H 0.231
33. H 0.206
34. H 0.217
35. H 0.218
36. H 0.174
37. H 0.203
38. H -0.310


[3]
Below is a cluster of 2 separate species, C8H14F6IO5P2 in total at a distorted geometry, with properties calculated with ωB97M-V with the def2-TZVPD basis set.

Positions of all 36 atoms, in Å:
I1 -0.318 2.832 -1.662
P1 3.871 -1.070 0.031
P2 -4.300 4.117 -1.033
F1 -4.486 5.675 -0.669
F2 -2.900 4.206 -0.236
F3 -4.654 3.027 -2.166
F4 -3.476 4.616 -2.325
F5 -4.384 2.900 0.022
F6 -5.890 4.275 -0.829
O1 3.228 0.370 0.685
O2 -0.408 -4.110 0.826
O3 4.978 -0.620 -1.196
O4 -1.674 -2.528 2.116
O5 4.653 -1.802 1.129
C1 1.385 -2.460 0.398
C2 0.099 -0.298 0.438
C3 -0.763 2.131 0.370
C4 -1.250 0.578 0.398
C5 -0.110 -1.856 0.152
C6 2.470 -2.085 -0.727
C7 -0.867 -2.781 1.213
C8 1.046 -4.013 0.685
H1 -1.884 0.445 1.347
H2 -1.876 0.371 -0.535
H3 1.504 -4.555 -0.206
H4 2.836 -3.060 -1.202
H5 0.242 2.137 0.939
H6 1.608 -2.057 1.443
H7 -0.556 -2.199 -0.837
H8 0.685 -0.067 1.393
H9 1.970 -1.394 -1.507
H10 -1.461 2.823 0.940
H11 0.750 0.104 -0.429
H12 4.450 -0.193 -1.919
H13 1.555 -4.223 1.690
H14 3.925 0.763 1.264

Summary:
- E_LUMO: 1.691 eV
- DFT total energy: -2269.2626 a.u.
- 2S+1: 1
- Net charge: -1
- HOMO-LUMO gap: 8.2 eV

Taken from the natural (NBO) analysis, the atomic charges in e are:
1. I 0.063
2. P 2.238
3. P 2.634
4. F -0.602
5. F -0.615
6. F -0.603
7. F -0.603
8. F -0.606
9. F -0.602
10. O -0.977
11. O -0.547
12. O -0.954
13. O -0.520
14. O -1.084
15. C -0.228
16. C -0.424
17. C -0.508
18. C -0.433
19. C -0.323
20. C -0.791
21. C 0.807
22. C -0.081
23. H 0.231
24. H 0.228
25. H 0.188
26. H 0.271
27. H 0.196
28. H 0.229
29. H 0.246
30. H 0.225
31. H 0.258
32. H 0.265
33. H 0.214
34. H 0.492
35. H 0.198
36. H 0.516


[4]
Below is a structure of composition C8H14IN2 at a distorted geometry, with properties calculated with ωB97M-V with the def2-TZVPD basis set.

Positions of all 25 atoms, in Å:
I1 -3.007 -0.594 -0.098
N1 0.163 0.023 0.007
N2 -0.793 1.992 -0.341
C1 1.683 1.880 -0.295
C2 0.704 -1.577 -1.763
C3 1.010 -1.953 2.064
C4 0.274 1.264 -0.342
C5 -3.363 2.440 0.194
C6 0.624 -2.219 0.619
C7 0.447 -1.146 -0.351
C8 -2.602 1.454 -0.075
H1 -4.457 2.445 0.202
H2 1.514 -2.718 0.180
H3 -0.154 -1.304 -2.331
H4 -2.818 3.400 0.334
H5 -0.873 2.968 -0.460
H6 0.974 -2.917 2.592
H7 -0.116 -2.943 0.358
H8 0.904 -2.604 -1.840
H9 2.349 1.342 0.544
H10 0.134 -1.397 2.416
H11 1.709 2.984 -0.361
H12 1.629 -0.964 -2.096
H13 2.139 1.634 -1.341
H14 1.925 -1.491 2.187

Summary:
- E_LUMO: -3.582 eV
- DFT total energy: -720.0639 a.u.
- 2S+1: 1
- Net charge: +1
- Energy above the lowest of the compared OMol25 structures with the same formula, charge and spin: 2.7746 eV
- HOMO-LUMO gap: 9.5 eV

Taken from the natural (NBO) analysis, the atomic charges in e are:
1. I 0.307
2. N -0.469
3. N -0.547
4. C -0.687
5. C -0.683
6. C -0.606
7. C 0.518
8. C -0.478
9. C -0.475
10. C 0.482
11. C 0.017
12. H 0.282
13. H 0.235
14. H 0.246
15. H 0.239
16. H 0.409
17. H 0.237
18. H 0.252
19. H 0.241
20. H 0.279
21. H 0.217
22. H 0.258
23. H 0.249
24. H 0.254
25. H 0.220


[5]
Below is the ion C8H14N with charge +1 at a distorted geometry, with properties calculated with ωB97M-V with the def2-TZVPD basis set.

Positions of all 23 atoms, in Å:
N1 -1.509 0.421 -1.228
C1 2.217 -0.075 -0.351
C2 1.439 -0.998 0.517
C3 -1.498 0.775 1.247
C4 -0.754 -2.150 -0.100
C5 -0.696 0.351 -0.010
C6 1.754 1.291 -0.168
C7 0.421 1.484 -0.282
C8 0.047 -1.173 0.177
H1 1.829 -2.005 0.469
H2 -0.781 0.972 2.041
H3 -0.506 -3.202 0.115
H4 2.353 2.186 -0.120
H5 -1.099 -0.082 -2.074
H6 1.766 -0.304 -1.377
H7 3.279 -0.178 -0.226
H8 -1.984 1.659 0.977
H9 -1.752 -1.932 -0.240
H10 -2.103 -0.091 1.554
H11 -2.400 -0.099 -1.003
H12 0.208 2.537 -0.057
H13 -1.751 1.383 -1.462
H14 1.521 -0.770 1.601

Summary:
- E_LUMO: -3.508 eV
- DFT total energy: -367.6450 a.u.
- 2S+1: 1
- Net charge: +1
- Structure (SMILES): C=C1CCC=C[C@@]1(C)[NH3+]
- Energy above the lowest of the compared OMol25 structures with the same formula, charge and spin: 0.9487 eV
- HOMO-LUMO gap: 9.9 eV

Taken from the natural (NBO) analysis, the atomic charges in e are:
1. N -0.697
2. C -0.448
3. C -0.473
4. C -0.627
5. C -0.408
6. C 0.073
7. C -0.087
8. C -0.319
9. C 0.088
10. H 0.245
11. H 0.260
12. H 0.241
13. H 0.238
14. H 0.464
15. H 0.222
16. H 0.252
17. H 0.216
18. H 0.176
19. H 0.233
20. H 0.437
21. H 0.224
22. H 0.448
23. H 0.241


[6]
Below is an isolated molecule of C8H14N2 at a distorted geometry, with properties calculated with ωB97M-V with the def2-TZVPD basis set.

Positions of all 24 atoms, in Å:
N1 1.647 0.839 -1.454
N2 0.271 1.112 -1.687
C1 -1.430 2.175 -0.598
C2 0.123 -0.683 0.245
C3 0.592 0.099 1.528
C4 -0.244 2.286 -1.220
C5 -0.792 -0.036 -0.763
C6 -1.839 0.845 -0.191
C7 1.009 -1.841 -0.177
C8 -0.269 -2.081 0.553
H1 1.726 0.439 -0.597
H2 -0.037 -2.516 1.575
H3 0.311 3.163 -1.572
H4 -1.881 0.682 1.011
H5 1.882 -1.844 0.459
H6 0.521 1.184 1.213
H7 -1.026 -0.802 -1.510
H8 0.044 0.057 2.414
H9 -2.927 0.532 -0.638
H10 -1.257 -2.385 0.003
H11 1.093 -2.040 -1.284
H12 1.785 0.042 -2.123
H13 1.654 -0.082 1.624
H14 -2.068 3.005 -0.345

Summary:
- E_LUMO: 0.893 eV
- DFT total energy: -422.5709 a.u.
- 2S+1: 1
- Structure (SMILES): CC1([C@H]2CC=CN2N)CC1
- Energy above the lowest of the compared OMol25 structures with the same formula, charge and spin: 4.7421 eV
- HOMO-LUMO gap: 8.6 eV

Taken from the natural (NBO) analysis, the atomic charges in e are:
1. N -0.624
2. N -0.283
3. C -0.301
4. C -0.103
5. C -0.631
6. C -0.012
7. C -0.040
8. C -0.461
9. C -0.428
10. C -0.416
11. H 0.332
12. H 0.226
13. H 0.219
14. H 0.210
15. H 0.221
16. H 0.224
17. H 0.214
18. H 0.220
19. H 0.224
20. H 0.224
21. H 0.220
22. H 0.342
23. H 0.211
24. H 0.212


- What is the DFT total energy in the second record?
  -3428.1814 a.u.


- Which of these has the highest 2S+1?
  C8H14EuN2PS